ORCA calculation (ωB97M-V with the def2-TZVPD basis set) on a structure of composition C52H56Ge2InN2OS4.

ORCA input file:
```
! wB97M-V def2-TZVPD RIJCOSX def2/J DEFGRID3
* xyz 1 1
In -0.09529 -1.24183 1.03775
C 1.95899 -3.55492 -5.99908
C 2.45378 -4.07769 -4.67882
C 3.33744 -3.33978 -3.90123
C 3.77484 -3.79487 -2.66306
C 4.82010 -3.02479 -1.89826
C 3.27868 -5.01280 -2.17870
C 2.42957 -5.79618 -2.96676
C 1.94197 -7.14167 -2.50264
C 2.03044 -5.31257 -4.20547
C 3.68463 -5.46489 -0.81670
C 4.76202 -6.32677 -0.65802
C 5.17915 -6.69820 0.61080
C 4.53834 -6.18742 1.72695
C 3.45786 -5.31773 1.59910
C 3.00983 -4.98704 0.31704
Ge 1.47430 -3.83058 0.02546
S 2.01135 -1.66033 -0.02965
S -0.10800 -3.83242 1.69849
Ge -1.59117 -3.81944 -0.07240
S -2.07645 -1.65072 -0.26370
S -0.02039 -4.43940 -1.52208
C -3.17433 -4.93910 0.13593
C -3.91265 -4.93326 1.33126
C -5.05118 -5.72688 1.42956
C -5.46438 -6.51179 0.36674
C -4.74685 -6.49960 -0.81631
C -3.60640 -5.71268 -0.95163
C -2.93277 -5.70897 -2.28425
C -2.16715 -6.81042 -2.67526
C -1.91790 -7.95371 -1.72764
C -1.64465 -6.84524 -3.96272
C -1.85212 -5.80875 -4.86237
C -1.31082 -5.87265 -6.26417
C -2.60714 -4.71767 -4.44737
C -3.16818 -4.65623 -3.17822
C -4.03833 -3.48364 -2.80351
C -3.53486 -4.12035 2.52443
C -4.10260 -2.85774 2.71990
C -5.15500 -2.32414 1.78594
C -3.75125 -2.13438 3.85670
C -2.88797 -2.65309 4.81543
C -2.56505 -1.88148 6.06663
C -2.37214 -3.93008 4.61728
C -2.69812 -4.68211 3.49616
C -2.19440 -6.09360 3.35932
C 2.87498 -4.74130 2.84826
C 3.31113 -3.49923 3.31400
C 4.36799 -2.68694 2.60878
C 2.79490 -3.01370 4.51638
C 1.89481 -3.74212 5.27444
C 1.42294 -3.23902 6.61143
C 1.47905 -4.98231 4.79144
C 1.94994 -5.49079 3.59215
C 1.46863 -6.82464 3.08868
H 2.51420 -2.67033 -6.30828
H 0.90345 -3.28174 -5.93204
H 2.05441 -4.30802 -6.78228
H 3.71157 -2.39303 -4.27538
H 5.09683 -2.11901 -2.43578
H 5.71937 -3.62872 -1.76093
H 4.48212 -2.73452 -0.90253
H 1.94695 -7.22933 -1.41652
H 2.57489 -7.93841 -2.90103
H 0.92587 -7.31231 -2.85344
H 1.34931 -5.90817 -4.80427
H 5.27612 -6.69612 -1.53696
H 6.02038 -7.36857 0.73073
H 4.88477 -6.44392 2.72097
H -5.61397 -5.71780 2.35550
H -6.35150 -7.12478 0.45822
H -5.07020 -7.09612 -1.66072
H -1.73801 -7.59810 -0.71168
H -1.05363 -8.53635 -2.04349
H -2.77605 -8.62858 -1.68576
H -1.06645 -7.70957 -4.27298
H -0.66653 -6.74037 -6.40282
H -0.73664 -4.97734 -6.50700
H -2.12411 -5.94311 -6.98853
H -2.79003 -3.90422 -5.14174
H -4.32570 -2.92609 -3.69377
H -3.52406 -2.78537 -2.13854
H -4.94676 -3.80633 -2.29284
H -4.92054 -2.53015 0.74397
H -5.26959 -1.24742 1.90495
H -6.11974 -2.79074 2.00069
H -4.18866 -1.15287 4.01047
H -2.65219 -0.80553 5.91095
H -1.55706 -2.09823 6.42310
H -3.25886 -2.15269 6.86443
H -1.71648 -4.36206 5.36468
H -1.62267 -6.38255 4.23966
H -1.55248 -6.21281 2.48365
H -3.02350 -6.79347 3.24489
H 4.71064 -3.15578 1.68910
H 5.23394 -2.55247 3.26007
H 3.99063 -1.69655 2.35290
H 3.14683 -2.05516 4.88571
H 1.65020 -2.18100 6.74012
H 1.91224 -3.78367 7.42114
H 0.34858 -3.37734 6.73636
H 0.77660 -5.57033 5.37336
H 0.66358 -7.20694 3.71438
H 2.27289 -7.56270 3.08126
H 1.10012 -6.74972 2.06195
O 0.08416 -0.97087 4.45370
C -0.55366 -1.09027 3.53927
C -0.94644 3.40827 -0.90575
N 0.16811 2.99052 -0.03899
C 1.52709 3.48901 -0.30874
C 0.03414 1.90613 0.65898
N -0.10305 0.96727 1.33007
H -0.84628 4.47580 -1.08229
H -1.88820 3.22084 -0.39657
H -0.92612 2.87392 -1.85556
H 1.43835 4.52234 -0.63238
H 2.01513 2.90269 -1.08721
H 2.11383 3.45483 0.60560
*
```

HOMO ... -10.47 eV
DFT total energy ... -8136.66164 Ha
E_LUMO ... -3.18 eV
Gap between HOMO and LUMO ... 0.2679 Ha

---

ORCA calculation (ωB97M-V with the def2-TZVPD basis set) on an isolated molecule of C2H4BrP.

ORCA input file:
```
! wB97M-V def2-TZVPD RIJCOSX def2/J DEFGRID3
* xyz 0 1
C 0.22342 0.73606 -0.56748
C 0.00471 -0.37138 0.13664
P -1.77677 -1.08152 -0.21925
Br -3.73357 0.23994 -0.27972
H -0.54844 1.23202 -1.08321
H 1.25203 1.25384 -0.61493
H 0.48305 -1.08882 0.86405
H -1.69544 -1.42051 1.21374
*
```

HOMO ... -9.17 eV
DFT total energy ... -2993.90533 Ha
SMILES ... C=CPBr
E_LUMO ... -0.49 eV
Gap between HOMO and LUMO ... 0.3191 Ha

---

ORCA calculation (ωB97M-V with the def2-TZVPD basis set) on a structure of composition C3H5GdO3.

ORCA input file:
```
! wB97M-V def2-TZVPD RIJCOSX def2/J DEFGRID3
* xyz 2 8
Gd -1.24980 -2.52602 0.74601
O -2.09830 -0.55833 1.09087
O -0.15667 0.55606 1.12320
C 0.89138 0.84880 0.19514
C 0.88680 -0.34505 -0.77437
O -0.41667 -0.89283 -0.63575
C -1.29730 0.21418 0.43902
H 0.60821 1.75821 -0.35610
H 1.83532 1.01176 0.72356
H 1.69042 -1.05509 -0.53604
H 1.03581 -0.01029 -1.81000
H -1.72920 0.99860 -0.20554
*
```

<S²> ... 16.15
HOMO (alpha / beta) ... -19.55 / -19.61 eV
DFT total energy ... -1107.96314 Ha
E_LUMO (alpha / beta) ... -13.39 / -10.25 eV
Gap between HOMO and LUMO (alpha / beta) ... 0.2261 / 0.3440 Ha

---

ORCA calculation (ωB97M-V with the def2-TZVPD basis set) on an isolated molecule of C4H4N2.

ORCA input file:
```
! wB97M-V def2-TZVPD RIJCOSX def2/J DEFGRID3
* xyz 0 1
C 1.16744 -0.40543 -0.60767
C 0.36867 -0.98030 0.40689
N -0.81124 -0.45860 0.97233
C -1.23226 0.61925 0.39643
N -0.60014 1.32444 -0.62050
C 0.55272 0.86588 -1.01766
H 1.31573 -1.35076 0.98167
H 0.38616 -2.09968 0.57432
H -2.18164 1.04742 0.72705
H 1.03456 1.43777 -1.81286
*
```

HOMO ... -8.77 eV
DFT total energy ... -264.14467 Ha
E_LUMO ... -1.24 eV
Gap between HOMO and LUMO ... 0.2766 Ha

---

ORCA calculation (ωB97M-V with the def2-TZVPD basis set) on a structure of composition C5H3CaO3.

ORCA input file:
```
! wB97M-V def2-TZVPD RIJCOSX def2/J DEFGRID3
* xyz 1 1
C -1.65115 -0.59018 -0.31908
C -2.57857 0.22771 -0.68045
O -3.36025 1.03149 -1.02613
C -1.19620 -1.96776 0.01752
C -0.52945 -0.80207 0.67131
O 0.71329 -0.35175 0.35811
C 1.35465 2.08660 0.62483
O 2.16017 1.72248 -0.14439
Ca 2.26094 -0.34013 -0.93053
H -1.86509 -2.59286 0.61406
H -0.65830 -2.50799 -0.76642
H -0.78993 -0.60980 1.71828
*
```

HOMO ... -11.59 eV
DFT total energy ... -1095.33819 Ha
E_LUMO ... -5.52 eV
Gap between HOMO and LUMO ... 0.2231 Ha

---

ORCA calculation (ωB97M-V with the def2-TZVPD basis set) on a structure of composition C34H19NO10PW.

ORCA input file:
```
! wB97M-V def2-TZVPD RIJCOSX def2/J DEFGRID3
* xyz -1 3
W -0.82020 -0.18466 1.02091
O 3.71135 1.15273 4.99621
C 2.77214 0.89469 4.05257
C 2.07661 1.92367 3.40977
C 1.12580 1.55426 2.48077
N 0.87030 0.27329 2.25886
C 1.59636 -0.71580 2.76785
C 2.56630 -0.44707 3.70954
C 1.28493 -2.04257 2.08460
O 1.90212 -3.04312 2.37734
O 0.40159 -1.91734 1.13685
C 0.41079 2.47111 1.48506
O 0.65467 3.65696 1.48629
O -0.31315 1.81410 0.62343
H 3.75591 2.10232 5.15402
H 2.27989 2.97261 3.57880
H 3.15570 -1.24363 4.13791
O -4.78200 -0.41600 5.87651
C -4.03058 -0.37100 4.94146
C -3.63167 0.89349 4.16173
O -3.99647 2.02142 4.39961
C -2.72645 0.39326 3.13314
C -2.55138 -0.97529 3.20726
O -1.74655 -1.52020 2.34047
C -3.32112 -1.57275 4.29331
O -3.40413 -2.72373 4.65299
O -2.07482 1.03046 2.20276
C 2.68522 -3.76274 -3.08574
C 1.63398 -3.96701 -2.20506
C 0.98070 -2.88824 -1.62907
C 1.37941 -1.58902 -1.92938
C 2.43422 -1.38962 -2.81971
C 3.08411 -2.46998 -3.39411
P 0.44134 -0.17824 -1.26209
C 1.59901 1.21146 -1.40917
C 1.27598 2.40011 -2.05049
C 2.15588 3.47345 -2.01382
C 3.35588 3.37014 -1.32938
C 3.67559 2.18988 -0.67139
C 2.80038 1.11856 -0.70772
C -0.90355 0.03717 -2.44672
C -0.69048 0.23506 -3.78848
C -1.77894 0.30699 -4.67524
C -3.04980 0.15184 -4.19242
C -3.29723 -0.07400 -2.81921
C -4.61569 -0.25814 -2.33471
C -4.82036 -0.48176 -1.00568
C -3.73063 -0.51432 -0.10496
C -2.42106 -0.33859 -0.49904
C -2.21173 -0.12352 -1.90801
H 3.19575 -4.60862 -3.52805
H 1.32070 -4.97098 -1.95116
H 0.17850 -3.06014 -0.92426
H 2.75871 -0.38620 -3.06405
H 3.90457 -2.30052 -4.07960
H 0.32517 2.50200 -2.55639
H 1.88884 4.39881 -2.50695
H 4.03439 4.21252 -1.29073
H 4.60385 2.10606 -0.12092
H 3.05473 0.20276 -0.18363
H 0.32005 0.32345 -4.17164
H -1.60555 0.47243 -5.73062
H -3.89773 0.19314 -4.86696
H -5.44449 -0.22085 -3.03161
H -5.82393 -0.62599 -0.62428
H -3.96171 -0.67857 0.94241
*
```

<S²> ... 2.02
HOMO (alpha / beta) ... -4.51 / -5.44 eV
DFT total energy ... -2522.88373 Ha
E_LUMO (alpha / beta) ... 2.07 / 1.89 eV
Gap between HOMO and LUMO (alpha / beta) ... 0.2417 / 0.2696 Ha

---

ORCA calculation (ωB97M-V with the def2-TZVPD basis set) on a cluster of 2 separate species, C4H3O2 in total.

ORCA input file:
```
! wB97M-V def2-TZVPD RIJCOSX def2/J DEFGRID3
* xyz 1 1
C -2.01774 -0.10908 0.33124
C 3.97047 0.46825 -0.15875
C 2.92539 -0.09862 -0.04935
C -0.92732 -0.77333 0.06711
O -2.99953 -0.07088 -0.55894
O 0.15995 -1.10902 -0.09655
H -2.09714 0.63121 1.16275
H 4.86505 0.82811 -0.49499
H -3.87913 0.23336 -0.20251
*
```

HOMO (alpha / beta) ... -13.86 / -14.25 eV
DFT total energy ... -304.09808 Ha
E_LUMO (alpha / beta) ... -6.48 / -8.22 eV
Gap between HOMO and LUMO (alpha / beta) ... 0.2714 / 0.2215 Ha

---

ORCA calculation (ωB97M-V with the def2-TZVPD basis set) on a cluster of 2 separate species, C4H8O2 in total.

ORCA input file:
```
! wB97M-V def2-TZVPD RIJCOSX def2/J DEFGRID3
* xyz 0 1
O 2.11618 -0.97248 0.76972
C 1.37661 -0.09516 1.14760
C 1.17395 1.22131 0.42121
O -0.12851 1.71759 0.59781
H 0.77536 -0.19382 2.07815
H 1.85829 1.95756 0.86157
H 1.46076 1.09006 -0.63192
H -0.72319 1.12969 0.10738
C -1.73655 -1.04705 -0.41780
C -0.81693 -0.91798 -1.37166
H -1.49951 -1.49518 0.54506
H -2.76680 -0.73184 -0.56765
H 0.20823 -1.25145 -1.22199
H -1.05796 -0.48721 -2.34093
*
```

HOMO ... -9.88 eV
DFT total energy ... -307.62961 Ha
SMILES ... O=CCO.C=C
E_LUMO ... 0.96 eV
Gap between HOMO and LUMO ... 0.3981 Ha

---

ORCA calculation (ωB97M-V with the def2-TZVPD basis set) on a structure of composition C29H34FeIN4O2Se.

ORCA input file:
```
! wB97M-V def2-TZVPD RIJCOSX def2/J DEFGRID3
* xyz 1 5
Fe 0.03320 -0.19521 1.24256
C 4.32039 1.55798 1.38867
C 4.00324 0.65014 0.23712
N 4.93274 0.44437 -0.66320
C 4.68247 -0.37711 -1.70313
C 3.50150 -1.04578 -1.87240
C 3.34416 -1.96272 -3.06040
O 3.08997 -3.31733 -2.70072
C 2.46764 -0.83495 -0.91849
C 1.24017 -1.58052 -1.07616
N 0.15800 -1.44575 -0.38248
C -0.94478 -2.29459 -0.68450
C -1.32692 -2.54985 -1.99777
C -2.40516 -3.37619 -2.27166
C -3.12604 -3.94967 -1.23521
C -2.77385 -3.68682 0.08058
C -1.69615 -2.85950 0.34186
I -1.19330 -2.46532 2.34113
C 2.71088 0.04741 0.14612
O 1.82760 0.35552 1.06875
H 5.39442 1.55583 1.55762
H 3.79681 1.25091 2.29224
H 4.01867 2.58102 1.15337
H 5.48934 -0.50095 -2.41663
H 4.23680 -1.88503 -3.68385
H 2.49784 -1.65870 -3.67909
H 3.88493 -3.68743 -2.30273
H 1.25475 -2.35772 -1.83696
H -0.77794 -2.08212 -2.80554
H -2.68637 -3.56511 -3.29863
H -3.96920 -4.59368 -1.44367
H -3.33738 -4.12423 0.89349
C -1.67044 5.24281 -0.94575
C -1.72757 4.32150 -2.16803
C -1.80148 2.82664 -1.84480
C -0.47896 2.16379 -1.48039
N 0.22703 2.81637 -0.37399
C -0.11446 2.77588 0.92489
Se -1.47607 1.70238 1.66832
N 0.71529 3.56992 1.61612
C 0.66663 3.78580 3.06890
C -0.44141 4.75133 3.47373
C -0.25655 6.17965 2.96529
C 0.86067 6.93876 3.67459
C 1.63366 4.13819 0.73911
C 2.69175 5.01647 0.94421
C 3.42273 5.38459 -0.16696
C 3.11106 4.89657 -1.44511
C 2.05807 4.02732 -1.64811
C 1.32647 3.65523 -0.52519
H -1.96190 6.25783 -1.21478
H -0.67199 5.30568 -0.51124
H -2.35864 4.90012 -0.16824
H -0.87643 4.51754 -2.82874
H -2.61606 4.57514 -2.74817
H -2.17967 2.28083 -2.71293
H -2.52092 2.66125 -1.03997
H 0.20594 2.18533 -2.32700
H -0.63718 1.11820 -1.21502
H 1.64891 4.15067 3.36549
H 0.52016 2.81220 3.53397
H -0.48850 4.75491 4.56627
H -1.39286 4.34421 3.12653
H -1.19624 6.71636 3.10788
H -0.08226 6.16994 1.88421
H 0.71089 6.92545 4.75598
H 0.88995 7.98069 3.35688
H 1.84602 6.51425 3.47484
H 2.94026 5.39403 1.92537
H 4.25648 6.06302 -0.04966
H 3.70982 5.20891 -2.28953
H 1.82161 3.65882 -2.63654
*
```

<S²> ... 6.02
HOMO (alpha / beta) ... -10.84 / -10.96 eV
DFT total energy ... -5457.70156 Ha
E_LUMO (alpha / beta) ... -3.12 / -3.24 eV
Gap between HOMO and LUMO (alpha / beta) ... 0.2835 / 0.2840 Ha

---

ORCA calculation (ωB97M-V with the def2-TZVPD basis set) on a structure of composition C34H34BBaN14O2S.

ORCA input file:
```
! wB97M-V def2-TZVPD RIJCOSX def2/J DEFGRID3
* xyz 0 2
Ba 0.07689 -0.54381 0.25031
C -0.02467 3.15216 -3.35991
C -0.55497 2.03259 -2.69906
N -0.02271 1.89782 -1.49337
N 0.85378 2.91448 -1.34976
C 0.87115 3.68665 -2.46100
B 1.55389 3.11283 0.02615
N 0.44800 3.03847 1.10584
C -0.44024 4.02506 1.35981
C -1.40678 3.52864 2.19947
C -1.04184 2.18863 2.39126
N 0.07235 1.89846 1.72525
N 2.65559 2.04243 0.24783
C 3.88834 2.25633 0.74843
C 4.57204 1.05787 0.74999
C 3.66440 0.13812 0.21554
N 2.51681 0.74085 -0.09346
N 2.24306 4.48424 0.12952
C 2.43529 5.22046 1.25475
C 3.38236 6.17341 0.97814
C 3.72835 5.93593 -0.36692
N 3.06331 4.90659 -0.86126
H -0.26277 3.52369 -4.34226
H -1.28254 1.31448 -3.04973
H 1.52146 4.54067 -2.52870
H -0.32729 5.00611 0.92963
H -2.24803 4.05764 2.61345
H -1.53866 1.43249 2.98180
H 4.21361 3.23335 1.06588
H 5.57899 0.88152 1.08624
H 3.77475 -0.92367 0.04430
H 1.90348 5.01060 2.16669
H 3.76113 6.93246 1.64086
H 4.43719 6.46422 -0.98572
O -2.43181 -0.49099 0.20495
N -3.27239 -1.03133 -0.59173
C -3.93852 -0.24743 -1.47094
C -4.85606 -0.77239 -2.34481
C -5.12453 -2.14413 -2.32810
C -4.44939 -2.94049 -1.43581
C -3.49421 -2.40231 -0.55782
S -2.54339 -3.36109 0.47192
H -3.68036 0.79974 -1.41412
H -5.36638 -0.11125 -3.03002
H -5.85090 -2.57516 -3.00301
H -4.61096 -4.00664 -1.38196
C 0.13984 -1.11667 4.14821
N 0.55031 -1.61365 2.84840
C 1.32216 -2.64347 2.81436
C 1.81394 -3.25569 1.62212
C 2.68685 -4.36081 1.55493
C 2.92559 -4.59330 0.20181
C 2.18414 -3.61692 -0.48906
N 1.51712 -2.81564 0.35447
C -1.29944 -1.46334 4.48253
C -1.61494 -1.97002 5.73947
C -2.92548 -2.28321 6.07753
C -3.94478 -2.09631 5.15411
C -3.63915 -1.59712 3.89576
C -2.32773 -1.28400 3.56327
H 0.25731 -0.02853 4.14820
H 0.76983 -1.51743 4.95328
H 1.66117 -3.09922 3.75358
H 3.08236 -4.90422 2.40146
H 3.54472 -5.35963 -0.23918
H 2.11639 -3.47781 -1.56060
H -0.82524 -2.12672 6.46561
H -3.14784 -2.67948 7.06028
H -4.96684 -2.34262 5.41246
H -4.42496 -1.44991 3.16375
H -2.11668 -0.91700 2.56705
C -1.60618 -3.06458 -4.64824
N -0.51065 -2.16812 -4.31265
C 0.28993 -1.61124 -5.25225
C 1.27277 -0.74886 -4.92548
C 1.45093 -0.46728 -3.53236
N 0.67856 -1.03334 -2.61521
C -0.34708 -1.83195 -2.95605
O -1.16021 -2.27412 -2.14392
N 2.40618 0.35870 -3.11500
H -1.55365 -3.31470 -5.70553
H -2.56492 -2.59565 -4.42773
H -1.53352 -3.97274 -4.05417
H 0.09191 -1.89872 -6.27640
H 1.90752 -0.30785 -5.67873
H 2.94477 0.89488 -3.76938
H 2.44818 0.57000 -2.11919
*
```

<S²> ... 0.80
HOMO (alpha / beta) ... -6.59 / -6.59 eV
DFT total energy ... -2681.81619 Ha
E_LUMO (alpha / beta) ... -0.20 / -2.65 eV
Gap between HOMO and LUMO (alpha / beta) ... 0.2348 / 0.1446 Ha

---

ORCA calculation (ωB97M-V with the def2-TZVPD basis set) on an isolated molecule of C3H7FN2O.

ORCA input file:
```
! wB97M-V def2-TZVPD RIJCOSX def2/J DEFGRID3
* xyz 0 1
H 2.86615 0.24467 0.50860
N 2.24087 -0.61339 0.11438
C 1.01461 -0.20708 -0.15028
C -0.19867 -1.00309 -0.29337
C -1.48854 -0.68870 0.36919
F -2.10950 0.41787 -0.27068
N 0.76394 1.14926 -0.43890
O -0.09558 1.93473 0.31630
H 0.13320 -1.95889 0.15690
H -0.45511 -1.18686 -1.49224
H -1.32294 -0.56290 1.50739
H -2.15447 -1.60827 0.20722
H 1.57964 1.79564 -0.21065
H -0.77360 2.28700 -0.32387
*
```

HOMO ... -9.56 eV
DFT total energy ... -402.99912 Ha
SMILES ... [H]/N=C(/CCF)NO
E_LUMO ... 0.72 eV
Gap between HOMO and LUMO ... 0.3776 Ha